[1]
70
Properties=species:S:1:pos:R:3:forces:R:3:lowdin_charge:R:1 method="wB97M-V/def2-TZVPD" e_above_lowest_ev=0.402 lumo_ha="-0.084 / -0.194" spin_multiplicity=5 energy_ev=-155806.835 charge=+1
Rh 0.6538 -0.5631 0.5812 0.8 0.3 0.2 0.5912
O 4.3210 -0.6488 4.2175 0.0 0.0 0.0 0.0486
C 5.1600 -0.8004 3.1365 0.0 0.0 0.1 -0.2649
C 6.5234 -0.9960 3.2764 0.0 0.0 0.0 -0.0178
C 7.3135 -1.1347 2.1435 0.0 0.0 0.0 -0.0757
C 6.7435 -1.0690 0.8811 -0.1 0.0 0.0 -0.0767
C 5.3741 -0.8697 0.7576 0.1 0.0 0.0 -0.0145
C 4.5710 -0.7388 1.8800 0.0 0.2 -0.2 -0.1004
C 3.0724 -0.6436 1.7486 0.0 -0.5 0.0 -0.4246
O 2.6322 -0.6941 0.4411 -0.2 0.0 0.2 -0.2924
N 2.5102 0.5593 2.3627 0.3 -0.1 -0.2 0.0455
N 1.2104 0.7152 2.0697 -0.3 0.4 0.3 -0.1112
C 0.6932 1.8924 2.5987 0.1 0.0 0.0 -0.1261
C -0.5277 2.3604 2.4676 -0.1 -0.5 -0.1 -0.0171
Br -1.8120 -0.5044 0.7554 -0.5 0.1 0.1 0.1715
C -1.7388 2.8298 2.4083 -0.1 0.1 -0.2 -0.0609
C -2.2488 3.7036 1.3269 0.0 -0.1 0.0 -0.2399
C -3.3577 4.5131 1.5596 0.0 0.0 0.0 -0.0423
C -3.8500 5.3410 0.5595 0.0 0.0 0.0 -0.0750
C -3.2426 5.3605 -0.6887 0.0 0.0 0.0 -0.0858
C -2.1399 4.5492 -0.9298 0.0 0.0 0.0 -0.0866
C -1.6481 3.7223 0.0690 0.0 0.0 0.0 -0.0495
H 4.8187 -0.7694 5.0336 0.0 0.0 0.0 0.1154
H 6.9655 -1.0363 4.2662 0.0 0.0 0.0 0.1177
H 8.3782 -1.2940 2.2537 0.0 0.0 0.0 0.1087
H 7.3608 -1.1686 -0.0017 0.0 0.0 0.0 0.1041
H 4.9025 -0.8171 -0.2150 0.0 0.0 0.0 0.1135
H 2.6694 -1.4916 2.3290 -0.1 0.0 0.0 0.1305
H 2.8008 0.7952 3.3063 0.0 0.0 0.0 0.1421
H 1.4102 2.4910 3.1544 0.0 0.0 0.0 0.1277
H -2.4410 2.5497 3.1917 0.0 0.1 0.0 0.1279
H -3.8328 4.4981 2.5335 0.0 0.0 0.0 0.1174
H -4.7047 5.9748 0.7577 0.0 0.0 0.0 0.1085
H -3.6205 6.0111 -1.4672 0.0 0.0 0.0 0.1058
H -1.6536 4.5747 -1.8973 0.0 0.0 0.0 0.1026
H -0.7825 3.0949 -0.1136 0.0 0.0 0.0 0.1078
Cl 3.5916 -6.3793 -1.9880 0.0 0.0 0.0 0.7826
C 2.8336 -5.2687 -0.9403 0.0 0.0 0.0 -0.6322
C 2.0716 -4.2250 -1.5026 0.0 0.0 0.0 -0.0993
C 1.4640 -3.3535 -0.6620 0.0 0.1 0.2 -0.4828
Cl 0.5166 -2.0380 -1.2847 0.0 -0.4 -0.3 0.7887
C 1.5287 -3.4639 0.7878 0.1 -0.1 -0.1 -0.4378
O 0.9254 -2.6947 1.5493 -0.1 0.1 0.0 -0.0523
C 2.3682 -4.5452 1.2893 -0.1 0.1 -0.1 -0.5590
Cl 2.5631 -4.6668 2.9745 0.0 0.0 0.0 0.8151
C 2.9949 -5.4170 0.4420 0.0 0.0 -0.1 -0.1050
H 1.9865 -4.1271 -2.5755 0.0 0.0 0.0 0.1205
H 3.6156 -6.2099 0.8351 0.0 0.0 0.0 0.1201
C -4.8024 1.5458 -0.0181 -0.1 0.0 0.0 -0.1870
C -4.7274 0.4114 -1.0306 0.1 0.0 0.0 -0.4314
Sb -2.8043 0.1189 -1.8951 -0.1 0.0 0.1 1.3513
C -2.9014 1.2478 -3.7396 0.1 0.0 0.0 -0.4040
C -1.5556 1.3597 -4.4432 -0.1 0.0 0.0 -0.1892
C -3.0164 -1.8843 -2.6157 0.0 0.1 0.0 -0.4303
C -4.3949 -2.1262 -3.2311 0.1 -0.1 0.0 -0.1737
H -5.8030 1.5928 0.4155 0.0 0.0 0.0 0.0818
H -4.5928 2.5101 -0.4765 0.0 0.1 0.0 0.0593
H -4.0944 1.3995 0.7956 0.0 0.0 0.0 0.0249
H -5.4005 0.5755 -1.8746 -0.1 0.0 0.0 0.0647
H -4.9698 -0.5519 -0.5786 -0.1 0.0 0.0 0.0564
H -3.3266 2.2140 -3.4696 0.0 0.0 -0.1 0.0509
H -3.6317 0.6877 -4.3290 0.0 0.1 0.0 0.0500
H -0.8324 1.9161 -3.8472 0.0 0.0 0.0 0.0637
H -1.6677 1.8793 -5.3958 0.0 0.0 0.0 0.0766
H -1.1275 0.3792 -4.6594 0.0 0.0 0.0 0.0634
H -2.8278 -2.5313 -1.7593 0.0 0.0 0.0 0.0406
H -2.2189 -2.0444 -3.3429 0.0 0.0 0.0 0.0450
H -5.1913 -2.0291 -2.4946 0.0 0.0 0.0 0.0628
H -4.4471 -3.1376 -3.6368 0.0 0.0 0.0 0.0781
H -4.6103 -1.4404 -4.0521 0.0 0.0 0.0 0.0627

***

[2]
65
Properties=species:S:1:pos:R:3:forces:R:3:lowdin_charge:R:1 method="wB97M-V/def2-TZVPD" e_above_lowest_ev=1.230 lumo_ha=-0.310 energy_ev=-77063.414 charge=+2
Sc 1.7446 -0.1616 -0.0121 -4.2 2.5 8.4 0.5293
Cl 2.1868 1.1869 1.7824 0.1 -0.4 -0.4 0.1681
P 0.5291 -2.4583 0.6267 0.1 -1.4 0.4 1.0768
C 2.3075 -2.5640 0.1787 0.5 -0.3 0.0 -0.4528
C 2.7219 -3.1025 -1.0600 0.0 0.2 0.3 -0.0419
C 3.9811 -2.7818 -1.5574 0.5 -0.3 0.0 -0.0319
C 4.8171 -1.8879 -0.8800 0.1 -0.2 -0.6 -0.0315
C 4.4442 -1.3829 0.3682 -0.1 0.1 0.4 -0.0547
C 3.2384 -1.8049 0.9520 -0.1 -0.3 -0.5 -0.2253
C 0.4641 -3.2564 2.2544 -0.2 0.2 0.8 -0.3692
C -0.7688 -3.2137 2.9387 0.4 0.0 -0.1 -0.0788
C -0.8816 -3.7950 4.1988 0.1 -0.1 0.0 -0.0468
C 0.2300 -4.4124 4.7921 -0.1 0.2 -0.3 -0.0383
C 1.4514 -4.4546 4.1150 -0.1 0.1 -0.1 -0.0491
C 1.5743 -3.8821 2.8462 -0.3 0.1 0.0 -0.0852
C -0.3309 -3.6079 -0.4820 -0.4 0.4 -0.6 -0.3857
C -1.2225 -3.0890 -1.4451 0.4 -0.2 0.2 -0.0907
C -1.8580 -3.9547 -2.3318 0.0 -0.2 0.0 -0.0544
C -1.6214 -5.3335 -2.2611 0.1 0.3 0.2 -0.0360
C -0.7460 -5.8475 -1.2976 0.1 0.2 0.1 -0.0420
C -0.1052 -4.9877 -0.4013 -0.1 -0.1 -0.1 -0.0777
H -1.6220 -2.7256 2.4672 0.1 -0.1 0.2 0.1136
H -1.8384 -3.7682 4.7246 0.3 0.0 -0.2 0.1221
H 0.1399 -4.8589 5.7827 0.0 0.1 -0.3 0.1222
H 2.3172 -4.9330 4.5724 -0.3 0.1 -0.1 0.1198
H 2.5276 -3.9241 2.3161 -0.3 -0.1 0.3 0.1030
H 2.0743 -3.8028 -1.5927 0.1 0.4 0.1 0.1283
H 4.3325 -3.2599 -2.4744 -0.1 0.3 0.2 0.1374
H 5.7901 -1.6301 -1.3088 -0.4 0.0 0.2 0.1390
H 5.1100 -0.7054 0.9130 -0.2 -0.4 -0.1 0.1427
H 3.0066 -1.5317 1.9886 0.0 0.1 -0.4 0.1094
H -1.3989 -2.0095 -1.4844 -0.1 -0.4 -0.1 0.0992
H -2.5419 -3.5574 -3.0812 0.2 -0.1 0.2 0.1192
H -2.1216 -6.0093 -2.9567 0.1 0.2 0.2 0.1235
H -0.5570 -6.9214 -1.2389 -0.1 0.4 0.0 0.1229
H 0.5687 -5.3893 0.3571 -0.2 0.1 -0.2 0.1204
H 2.7990 -0.4646 -1.2505 -1.0 -0.4 -5.0 0.1195
H 1.9545 -0.4006 -1.6351 4.6 -0.8 -2.3 0.1542
C -5.0615 4.8708 -0.6306 -0.1 -0.1 -0.1 -0.0731
C -3.8721 5.5108 0.0533 -0.1 -0.1 0.3 -0.2025
N -2.5817 5.1516 -0.5567 0.8 -1.0 0.3 -0.0414
C -1.5779 6.2360 -0.5691 -0.1 0.0 -0.7 -0.2052
C -0.4684 6.1343 0.4587 0.0 0.2 0.2 -0.0575
C -2.2400 3.8110 -0.4640 -1.5 1.0 0.4 -0.3808
O -2.9940 3.0047 0.0791 1.0 0.1 -0.5 0.0644
C -0.9539 3.3007 -1.0659 0.4 -0.5 -0.3 -0.0628
C -0.1739 3.9370 -2.0497 -0.2 -0.5 0.4 0.0441
C 1.0509 3.3779 -2.3988 0.4 -0.4 0.0 0.0070
C 1.4375 2.1580 -1.8461 -0.6 0.6 -0.1 -0.1255
N 0.6301 1.4734 -1.0035 -0.3 0.1 -0.5 -0.0979
C -0.5596 2.0303 -0.6262 0.8 0.0 -0.2 -0.0101
H -5.0345 5.0638 -1.7075 -0.1 0.0 0.1 0.0853
H -5.9768 5.3063 -0.2219 0.1 -0.1 -0.1 0.0861
H -5.0692 3.7950 -0.4477 -0.1 0.2 -0.1 0.0662
H -3.9466 6.6007 -0.0034 0.0 -0.3 0.1 0.1184
H -3.8610 5.2072 1.1117 0.0 0.2 -0.2 0.1347
H -1.1452 6.3088 -1.5749 -0.2 0.2 0.2 0.0970
H -2.1473 7.1588 -0.4056 0.3 -0.2 -0.1 0.1224
H 0.1266 5.2237 0.3407 -0.1 0.1 0.1 0.0622
H 0.1955 6.9949 0.3240 0.0 -0.2 0.1 0.0909
H -0.8798 6.1781 1.4727 0.2 -0.1 -0.1 0.0923
H -0.5325 4.8376 -2.5449 0.2 -0.2 0.2 0.1283
H 1.7239 3.8655 -3.0998 -0.2 -0.1 0.1 0.1315
H 2.3983 1.6990 -2.1032 -0.3 0.3 0.0 0.1078
H -1.1839 1.4472 0.0551 0.1 0.4 -0.2 0.1399